Computed, not measured: 5 unconnected molecules or ions with the total composition C15H26O15 at a distorted geometry, with the ωB97M-V functional and the def2-TZVPD basis.

## Properties
Gap between HOMO and LUMO: 10.95 eV
Relative energy (zero: lowest compared OMol25 entry of this formula, charge and spin): 0.0 kcal per mole
Charge: 0
Spin multiplicity: 1
Structure (SMILES): COC(=O)OC.COC(=O)OC.COC(=O)OC.O=C1OCCO1.O=C1OCCO1
LUMO: 0.6 eV
E: -1715.7905 Ha

Geometry (Å):
C  -4.0678  -3.7097  -4.8160
C  -2.8312  -3.7434  -3.9211
O  -2.4240  -2.3560  -3.9036
C  -3.4507  -1.5832  -4.3152
O  -3.4308  -0.4028  -4.3386
O  -4.4693  -2.3446  -4.7927
H  -4.8781  -4.3194  -4.4113
H  -3.8847  -4.0949  -5.8203
H  -2.0111  -4.3402  -4.3043
H  -3.0557  -4.0012  -2.8869
C  4.7210  2.9893  6.2483
C  4.8053  2.4050  4.8222
O  3.6596  2.9782  4.1706
C  2.8991  3.6540  5.0554
O  1.8967  4.2255  4.8022
O  3.4462  3.5871  6.2981
H  5.5328  3.7003  6.4020
H  4.7909  2.2370  7.0317
H  4.7827  1.3234  4.7245
H  5.6755  2.8010  4.3001
C  -3.1603  3.3921  2.4523
O  -2.6604  2.4857  3.4291
C  -2.4756  1.2467  2.9850
O  -2.8516  0.8151  1.9273
O  -1.8147  0.5592  3.9121
C  -1.5741  -0.8055  3.5968
H  -2.4175  3.5291  1.6623
H  -3.3300  4.3366  2.9566
H  -4.0768  3.0229  1.9969
H  -2.4867  -1.3110  3.2811
H  -1.1570  -1.2694  4.4837
H  -0.8584  -0.8923  2.7755
C  0.8333  2.0759  2.1034
O  0.5312  0.9383  1.3195
C  -0.2298  1.1754  0.2416
O  -0.7441  2.2296  -0.0191
O  -0.2837  0.0627  -0.4755
C  -0.8922  0.1801  -1.7646
H  -0.0337  2.4801  2.6276
H  1.1842  2.8970  1.4732
H  1.5988  1.8245  2.8274
H  -1.6555  0.9561  -1.8360
H  -1.2376  -0.8037  -2.0453
H  -0.1688  0.5656  -2.4953
C  2.2717  -4.4959  -3.0246
O  2.7176  -3.3424  -3.7381
C  1.8239  -2.3715  -3.9384
O  0.6735  -2.3781  -3.5840
O  2.4282  -1.3919  -4.6028
C  1.5921  -0.2993  -5.0104
H  2.8883  -4.6003  -2.1334
H  2.3864  -5.3538  -3.6821
H  1.2379  -4.3957  -2.7058
H  0.5508  -0.5981  -5.0706
H  1.9712  0.0188  -5.9773
H  1.7130  0.5115  -4.2934